1.
The following is a DFT calculation (wB97M-V/def2-TZVPD) of a structure of composition C31H43NP2W.

Positions of all 78 atoms, in Å:
W1 -0.382 -0.275 0.401
C1 -1.962 2.271 -2.668
C2 -2.030 2.722 -1.207
C3 -2.232 4.236 -1.116
P1 -0.544 2.121 -0.296
C4 -0.228 3.209 1.146
C5 -1.367 3.089 2.158
C6 1.132 2.902 1.772
C7 0.891 2.193 -1.381
C8 1.295 3.335 -2.063
C9 2.349 3.275 -2.962
C10 2.978 2.061 -3.190
C11 2.599 0.916 -2.501
C12 1.573 0.986 -1.569
N1 1.128 -0.143 -0.809
C13 1.810 -1.403 -0.854
C14 3.188 -1.507 -0.685
C15 3.785 -2.755 -0.677
C16 3.018 -3.910 -0.812
C17 1.644 -3.815 -0.930
C18 1.022 -2.565 -0.960
P2 -0.784 -2.329 -0.966
C19 -1.502 -3.850 -0.226
C20 -1.042 -4.061 1.216
C21 -3.028 -3.884 -0.326
C22 -1.402 -2.159 -2.689
C23 -0.383 -1.449 -3.580
C24 -2.765 -1.463 -2.715
H1 -2.941 2.393 -3.132
H2 -1.662 1.229 -2.776
H3 -1.247 2.877 -3.224
H4 -2.869 2.223 -0.711
H5 -1.400 4.780 -1.566
H6 -2.369 4.591 -0.096
H7 -3.128 4.499 -1.678
H8 -0.211 4.222 0.729
H9 -1.380 2.094 2.608
H10 -2.347 3.284 1.721
H11 -1.215 3.806 2.965
H12 1.160 1.896 2.199
H13 1.316 3.599 2.590
H14 1.947 3.004 1.055
H15 0.783 4.275 -1.902
H16 2.663 4.163 -3.493
H17 3.780 1.998 -3.913
H18 3.103 -0.017 -2.705
H19 3.784 -0.614 -0.553
H20 4.856 -2.832 -0.552
H21 3.495 -4.880 -0.813
H22 1.057 -4.721 -1.009
H23 -1.100 -4.654 -0.851
H24 -1.537 -3.358 1.889
H25 0.038 -3.977 1.340
H26 -1.331 -5.062 1.537
H27 -3.485 -3.014 0.151
H28 -3.390 -4.770 0.195
H29 -3.377 -3.947 -1.354
H30 -1.513 -3.194 -3.033
H31 -0.197 -0.426 -3.248
H32 -0.778 -1.400 -4.595
H33 0.570 -1.976 -3.618
H34 -2.707 -0.469 -2.270
H35 -3.538 -2.017 -2.188
H36 -3.088 -1.346 -3.750
C25 -0.278 -0.598 2.388
C26 0.325 -0.209 3.677
C27 1.695 -0.382 3.873
C28 2.283 0.028 5.057
C29 1.507 0.610 6.053
C30 0.142 0.774 5.866
C31 -0.451 0.364 4.682
H37 -1.402 -0.620 2.398
H38 0.047 -1.640 2.069
H39 2.300 -0.840 3.098
H40 3.345 -0.109 5.208
H41 1.968 0.925 6.980
H42 -0.464 1.213 6.647
H43 -1.520 0.479 4.546

Results
Frontier orbital gap (spin up / spin down) ... 6.58 / 6.86 eV
Highest occupied orbital energy (spin up / spin down) ... -13.574 / -13.914 eV
Maximum force ... 0.0022 Eh/bohr
Relative energy (zero: lowest compared OMol25 entry of this formula, charge and spin) ... 1.1 kJ/mol
Spin multiplicity ... 3
Net charge ... +2
Electronic energy ... -54723.609 eV
LUMO (spin up / spin down) ... -6.99 / -7.05 eV

=====

2.
The following is a DFT calculation (wB97M-V/def2-TZVPD) of a structure of composition C31H44BaF3N12O4Se2.

Positions of all 97 atoms, in Å:
Ba1 -0.168 -0.365 0.024
C1 3.019 -1.784 -1.068
N1 3.537 -0.555 -1.604
C2 4.816 -0.034 -1.175
C3 4.913 1.215 -2.033
N2 3.513 1.586 -2.196
C4 3.251 2.721 -3.062
C5 2.720 0.459 -2.053
N3 1.463 0.252 -2.248
C6 0.624 1.234 -2.930
C7 -0.804 0.697 -3.114
N4 -1.684 0.898 -1.977
C8 -2.249 2.038 -1.732
N5 -3.168 2.162 -0.726
C9 -3.483 1.117 0.209
C10 -3.437 3.548 -0.416
C11 -3.052 4.221 -1.722
N6 -2.068 3.300 -2.283
C12 -1.680 3.586 -3.650
H1 3.790 -2.553 -1.129
H2 2.160 -2.104 -1.651
H3 2.717 -1.692 -0.016
H4 5.617 -0.747 -1.368
H5 4.811 0.217 -0.106
H6 5.377 0.994 -3.002
H7 5.469 2.022 -1.556
H8 4.020 3.467 -2.865
H9 2.294 3.177 -2.838
H10 3.300 2.460 -4.124
H11 1.029 1.444 -3.927
H12 0.573 2.176 -2.379
H13 -0.718 -0.378 -3.299
H14 -1.226 1.110 -4.033
H15 -3.258 0.160 -0.253
H16 -4.550 1.141 0.440
H17 -2.920 1.217 1.141
H18 -2.822 3.896 0.422
H19 -4.486 3.696 -0.159
H20 -2.611 5.206 -1.578
H21 -3.917 4.313 -2.391
H22 -1.601 4.668 -3.746
H23 -2.419 3.235 -4.379
H24 -0.710 3.170 -3.894
Se1 -3.092 -3.650 1.839
Se2 -4.715 -2.403 0.771
C13 -3.966 -2.284 -1.000
C14 -4.873 -2.173 -2.049
C15 -4.373 -2.116 -3.338
C16 -3.003 -2.215 -3.531
C17 -2.193 -2.334 -2.415
N7 -2.657 -2.337 -1.163
C18 -2.315 -2.344 3.028
C19 -2.123 -2.772 4.337
C20 -1.566 -1.886 5.244
C21 -1.252 -0.609 4.809
C22 -1.484 -0.283 3.483
N8 -1.990 -1.139 2.588
H25 -5.937 -2.159 -1.857
H26 -5.047 -2.022 -4.179
H27 -2.564 -2.201 -4.519
H28 -1.116 -2.425 -2.514
H29 -2.443 -3.759 4.640
H30 -1.415 -2.180 6.275
H31 -0.850 0.138 5.480
H32 -1.254 0.709 3.112
C23 2.316 -2.490 4.678
N9 2.602 -1.295 3.892
C24 3.582 -0.422 4.241
C25 3.844 0.678 3.509
C26 3.025 0.895 2.353
N10 2.070 0.039 2.012
C27 1.849 -1.075 2.744
O1 0.977 -1.899 2.420
N11 3.211 1.967 1.579
H33 2.906 -2.457 5.590
H34 2.570 -3.385 4.112
H35 1.257 -2.520 4.922
H36 4.130 -0.668 5.140
H37 4.620 1.370 3.794
H38 3.841 2.693 1.871
H39 2.526 2.168 0.849
C28 -0.581 -5.281 -0.802
C29 0.029 -4.183 0.027
N12 0.386 -4.474 1.286
O2 0.221 -3.062 -0.439
H40 -0.884 -6.142 -0.208
H41 0.150 -5.604 -1.544
H42 -1.443 -4.877 -1.327
H43 0.158 -5.359 1.701
H44 0.705 -3.710 1.872
F1 -0.264 4.857 0.021
C30 0.006 4.168 1.143
F2 -0.896 4.513 2.061
F3 1.212 4.573 1.585
C31 0.025 2.648 0.854
O3 0.870 2.269 0.015
O4 -0.773 1.920 1.460

Results
Frontier orbital gap ... 8.36 eV
Highest occupied orbital energy ... -10.382 eV
Maximum force ... 0.0130 Eh/bohr
Relative energy (zero: lowest compared OMol25 entry of this formula, charge and spin) ... 0.0 kJ/mol
Net charge ... +1
Electronic energy ... -198474.200 eV
LUMO ... -2.02 eV